[1]
9
Properties=species:S:1:pos:R:3 method="wB97M-V/def2-TZVPD" e_tot_ha=-246.154542 total_charge=+1 homo_ev="-16.78 / -16.79" gap_ev="6.95 / 8.66" e_above_lowest_kcal_mol=149.1 lumo_energy_ev="-9.83 / -8.13"
O -0.125 1.859 0.326
N 0.126 -0.313 0.192
C 1.118 1.467 0.367
C -0.745 0.716 0.087
C 1.415 0.179 0.289
H -1.131 -1.803 -0.640
H 2.374 -0.211 0.396
H -1.151 -2.585 -0.957
H -1.881 0.691 -0.060

***

[2]
10
Properties=species:S:1:pos:R:3 method="wB97M-V/def2-TZVPD" e_tot_ha=-209.392615 total_charge=-1 spin_multiplicity=2 homo_ev="0.88 / -6.13" gap_ev="3.63 / 10.43" e_above_lowest_kcal_mol=2.2 s_squared=0.75 lumo_energy_ev="4.51 / 4.30"
O -0.039 -0.248 1.869
O -1.083 -1.207 -0.516
N 0.998 0.907 -1.347
H -0.923 -0.863 0.412
H 1.470 0.788 -2.227
H 1.589 0.770 -0.538
H -1.794 -0.623 -0.788
H 0.091 0.718 1.735
H 0.289 0.173 -1.257
H -0.599 -0.415 2.656

***

[3]
70
Properties=species:S:1:pos:R:3 method="wB97M-V/def2-TZVPD" e_tot_ha=-2913.385438 total_charge=-2 homo_ev=-1.31 gap_ev=5.60 e_above_lowest_kcal_mol=6.8 lumo_energy_ev=4.29
Cl -0.492 6.989 -3.210
Mg -1.282 -0.138 -0.402
F -4.566 -1.597 0.050
F -6.748 -1.611 -1.516
F -4.423 0.795 -4.835
F -2.225 0.836 -3.286
F -6.694 -0.423 -3.962
O -1.492 1.882 -0.506
O -0.423 -1.308 -1.925
O -1.993 0.025 1.507
N 0.760 -2.431 -0.285
N 0.044 -1.601 0.582
N 2.655 0.309 0.950
N 1.223 1.191 -1.249
C -2.315 0.234 3.829
C 4.477 -0.927 1.903
C 4.809 -0.953 -1.794
C 2.337 -4.541 -4.555
C 3.293 -0.161 1.986
C 3.139 0.026 -0.286
C -5.608 -1.005 -1.934
C -3.281 -0.373 -1.533
C -0.770 5.439 -2.423
C 2.611 -4.785 -3.213
C 2.431 0.518 -1.428
C 4.327 -0.717 -0.482
C 4.992 -1.194 0.669
C -5.591 -0.405 -3.178
C 0.227 4.502 -2.368
C -2.019 5.166 -1.855
C -2.241 3.967 -1.235
C 1.231 -2.908 2.266
C 2.943 0.289 -2.681
C 1.087 -3.030 -2.561
C -0.490 -1.184 2.873
C 4.129 -0.450 -2.863
C 0.028 3.263 -1.745
C 1.432 -3.544 -4.896
C -1.237 2.944 -1.138
C -4.460 -0.969 -1.157
C 1.157 2.360 -1.754
C 0.237 -1.852 1.844
C -4.432 0.210 -3.613
C 1.992 -4.036 -2.224
C -1.559 -0.330 2.637
C -3.323 0.204 -2.783
C 0.809 -2.796 -3.904
C 0.420 -2.176 -1.520
H 4.947 -1.292 2.808
H 5.709 -1.543 -1.927
H 2.042 2.760 -2.274
H 2.374 0.625 -3.538
H 2.824 -5.124 -5.328
H -1.905 -0.100 4.783
H 3.317 -5.562 -2.938
H 2.202 -2.725 1.804
H 0.905 -3.889 1.916
H 1.191 4.714 -2.818
H 2.200 -4.200 -1.175
H -3.203 3.743 -0.791
H 0.101 -2.011 -4.139
H 4.476 -0.645 -3.871
H 5.900 -1.776 0.551
H -3.361 -0.069 3.754
H 1.332 -2.923 3.352
H 1.209 -3.348 -5.938
H -2.805 5.910 -1.913
H -2.287 1.325 3.781
H 2.865 0.064 2.959
H -0.238 -1.421 3.898

***

[4]
79
Properties=species:S:1:pos:R:3 method="wB97M-V/def2-TZVPD" e_tot_ha=-4092.187707 total_charge=+1 spin_multiplicity=5 homo_ev="-9.19 / -10.27" gap_ev="6.87 / 3.76" e_above_lowest_kcal_mol=19.9 s_squared=6.02 lumo_energy_ev="-2.32 / -6.52"
Co 0.384 0.431 -0.351
S -1.635 1.406 -0.219
P -2.479 -2.948 -4.901
P -3.567 -4.253 -2.301
F -1.669 4.298 -1.049
F -2.700 1.334 2.532
F -2.992 6.032 3.159
F -3.391 3.484 4.096
F -2.061 6.455 0.616
C 1.539 -0.228 1.160
C -2.884 -0.640 -2.104
C -3.609 -1.414 -0.941
C -1.133 -3.086 0.498
C 1.001 2.024 2.278
C -1.424 -0.870 -2.251
C -2.859 3.683 2.872
C 2.553 -2.065 -0.333
C -2.067 -4.564 -5.750
C -0.622 -1.900 -1.832
C -1.970 2.784 0.790
C 2.636 0.402 -2.365
C 1.727 3.040 -0.707
C -2.692 4.980 2.377
C 2.212 0.459 -0.950
C 1.459 -1.031 2.402
C 2.059 -0.683 -0.088
C -2.490 2.603 2.087
C -3.091 -5.982 -2.587
C -3.980 -3.626 -3.975
C -5.224 -4.351 -1.528
C -3.058 -1.353 0.426
C -2.133 -2.109 1.032
C -2.208 5.193 1.079
C -1.905 4.101 0.277
C 1.435 1.196 1.120
C 1.858 1.647 -0.193
C -0.884 -3.135 -1.058
C -3.478 -2.373 -6.355
H -1.532 -5.251 -5.078
H -2.995 -5.041 -6.107
H 2.124 -2.783 0.374
H 2.655 -0.639 -2.697
H -5.808 -5.122 -2.045
H 1.927 0.941 -3.005
H -3.712 -2.480 -1.235
H -3.350 -0.894 -3.077
H 0.631 -0.721 3.047
H -3.515 -0.555 1.003
H 0.330 1.452 2.938
H -4.373 -4.505 -4.516
H -2.792 -2.036 -7.145
H -2.853 -6.461 -1.627
H -4.623 -0.981 -0.906
H -2.225 -6.049 -3.257
H 3.627 0.828 -2.521
H -4.130 -1.537 -6.063
H -0.932 -0.211 -2.985
H 1.840 2.362 2.904
H 3.643 -2.104 -0.193
H 0.349 -1.948 -2.357
H 2.339 -2.407 -1.351
H -1.441 -4.356 -6.631
H -1.686 -3.730 -1.556
H -1.360 -4.123 0.764
H 0.764 3.462 -0.397
H 0.449 2.920 1.966
H 1.740 3.015 -1.799
H 1.351 -2.100 2.207
H 2.497 3.744 -0.376
H -5.738 -3.382 -1.602
H 2.392 -0.897 2.967
H -3.067 0.428 -1.922
H -3.949 -6.503 -3.030
H -5.118 -4.626 -0.470
H -4.100 -3.185 -6.768
H -1.984 -1.909 2.108
H -0.165 -2.865 0.951
H 0.030 -3.754 -1.142
H -4.783 -2.866 -3.936

***

[5]
14
Properties=species:S:1:pos:R:3 method="wB97M-V/def2-TZVPD" e_tot_ha=-233.074965 spin_multiplicity=3 homo_ev="-7.52 / -9.94" gap_ev="8.58 / 7.50" e_above_lowest_kcal_mol=107.9 s_squared=2.03 lumo_energy_ev="1.07 / -2.43"
C 2.484 -0.671 -0.113
C -1.198 0.768 -0.022
C -0.471 -1.840 0.152
C -1.046 -0.758 -0.099
C 2.396 0.575 0.199
C -2.380 -0.110 -0.061
H 3.404 -1.259 -0.221
H 3.285 1.209 0.317
H 1.439 1.011 -0.102
H -3.062 -0.237 0.897
H -3.087 -0.097 -1.006
H -0.843 1.236 1.017
H -0.797 1.325 -0.940
H 1.630 -1.296 -0.339

***

[6]
22
Properties=species:S:1:pos:R:3 method="wB97M-V/def2-TZVPD" e_tot_ha=-832.859409 total_charge=-1 homo_ev=-5.82 gap_ev=8.77 e_above_lowest_kcal_mol=30.5 lumo_energy_ev=2.95
I 20.880 26.021 42.428
O 18.414 25.339 45.264
O 21.320 26.148 38.594
O 19.217 22.756 42.614
O 22.222 23.062 40.695
O 21.984 29.714 42.869
O 17.912 28.090 41.319
O 24.612 26.796 42.288
H 21.450 27.073 38.402
H 23.738 26.744 42.517
H 19.747 23.535 42.543
H 24.675 25.932 41.803
H 17.444 27.330 41.209
H 19.002 25.611 44.572
H 21.234 26.509 39.573
H 18.773 22.593 41.790
H 21.804 28.769 43.159
H 22.955 29.683 42.772
H 21.542 23.639 41.153
H 18.900 25.559 45.994
H 18.786 27.744 41.579
H 23.086 23.604 40.859

***

[7]
16
Properties=species:S:1:pos:R:3 method="wB97M-V/def2-TZVPD" e_tot_ha=-271.569729 homo_ev=-8.73 gap_ev=9.57 e_above_lowest_kcal_mol=114.8 lumo_energy_ev=0.85
O -0.762 -0.932 1.999
C 0.518 0.292 0.323
C 0.100 -0.032 -1.807
C -0.666 0.638 -0.565
C 0.006 0.162 1.695
C 0.901 -0.794 -0.725
H -0.894 1.506 1.444
H 1.978 -0.902 -0.868
H 0.732 0.644 -2.388
H 0.644 0.392 2.547
H 1.251 1.110 0.313
H -1.100 1.649 0.215
H -0.474 -0.662 -2.503
H 0.463 -1.770 -0.490
H -1.508 -0.050 -0.380
H -1.188 -1.251 1.190

***

[8]
20
Properties=species:S:1:pos:R:3 method="wB97M-V/def2-TZVPD" e_tot_ha=-419.379783 homo_ev=-7.79 gap_ev=8.63 e_above_lowest_kcal_mol=168.6 lumo_energy_ev=0.84
O -2.781 0.375 1.072
O 2.178 0.098 -1.787
N 2.390 -1.080 0.239
N 1.516 -0.795 -0.796
C -2.337 0.345 -0.247
C -0.718 -0.663 -0.374
C 0.080 0.466 -0.103
C 0.324 0.955 1.286
H 2.895 -0.247 0.549
H 0.107 1.228 -0.879
H -0.546 0.839 1.929
H -0.744 -1.018 -1.396
H 2.314 -0.463 -2.560
H -3.462 -0.298 1.190
H -0.821 -1.393 0.422
H -2.270 1.357 -0.646
H 3.086 -1.768 -0.048
H 0.657 1.992 1.293
H 1.091 0.339 1.763
H -2.959 -0.267 -0.907